ORCA calculation (wB97M-V/def2-TZVPD) on a molecular structure, C28H36Br2N2O3Ru.

Geometry (Å):
Ru: 0.206629 0.187541 -0.534963
C: 0.161845 1.335101 1.216999
C: -1.182238 0.755210 1.088687
C: -1.748722 1.238351 -0.154872
C: -0.767572 2.129721 -0.707373
C: 0.397501 2.236075 0.141048
C: 1.548878 3.198472 -0.011415
C: 0.974630 4.612959 0.163067
C: 2.200348 3.072978 -1.388418
C: 2.599481 2.938992 1.070476
C: -3.079822 1.010090 -0.893402
C: -3.116267 1.885000 -2.157951
C: -3.244604 -0.446347 -1.368481
C: -4.286550 1.424121 -0.042588
C: -1.764398 -0.019550 2.262369
C: -0.675066 -0.452756 3.254811
C: -2.646201 1.000208 3.018438
C: -2.570610 -1.255712 1.876983
H: 0.843697 1.109096 2.017363
H: -0.875422 2.660730 -1.637464
H: 0.228853 4.837137 -0.601433
H: 1.775719 5.347824 0.077925
H: 0.508188 4.729200 1.142500
H: 1.495204 3.308951 -2.189460
H: 2.597967 2.069147 -1.545465
H: 3.024860 3.782989 -1.463466
H: 2.178268 3.055678 2.070091
H: 3.414358 3.655735 0.968564
H: 3.020325 1.935500 0.977012
H: -2.334175 1.608532 -2.868836
H: -3.031161 2.947006 -1.923989
H: -4.073824 1.734063 -2.654162
H: -2.308440 -0.837494 -1.765283
H: -3.985881 -0.479856 -2.168148
H: -3.590022 -1.110597 -0.583036
H: -4.182309 2.445809 0.326026
H: -4.457494 0.761326 0.801462
H: -5.180042 1.383712 -0.666801
H: -0.155170 0.405238 3.681747
H: 0.050587 -1.129654 2.808748
H: -1.158818 -0.971784 4.082237
H: -2.042456 1.841623 3.362555
H: -3.071238 0.513836 3.897687
H: -3.460699 1.389467 2.416142
H: -1.984640 -1.916038 1.234966
H: -3.499275 -1.004813 1.375602
H: -2.832144 -1.808632 2.779392
O: 0.779872 -4.329456 -4.905144
C: 0.523561 -3.430200 -3.953218
C: 0.009266 -3.752893 -2.697430
C: -0.203819 -2.742904 -1.788383
N: 0.052439 -1.454104 -2.056547
C: 0.526568 -1.172703 -3.265766
Br: 0.834437 0.672670 -3.555391
C: 0.787383 -2.093350 -4.248374
H: 0.568112 -5.225135 -4.614823
H: -0.221648 -4.775321 -2.430068
H: -0.588535 -2.953009 -0.800775
H: 1.180227 -1.805837 -5.211627
Br: 6.987426 -2.754787 1.344609
C: 5.129035 -2.920964 1.603662
C: 4.634959 -3.888387 2.473925
N: 3.337568 -4.058219 2.696301
C: 2.482481 -3.267388 2.060461
C: 2.889370 -2.274564 1.176552
C: 4.247167 -2.094487 0.939915
C: 1.889087 -1.417086 0.503981
O: 2.246426 -0.492100 -0.275048
O: 0.652208 -1.588115 0.699446
H: 5.316303 -4.542150 3.004860
H: 1.428507 -3.423887 2.256669
H: 4.589513 -1.329810 0.256297

Cartesian forces (eV/Å) of the 6 atoms listed first:
0.5 -0.9 1.0
-1.0 0.3 -0.4
0.6 0.3 -0.1
0.3 0.4 -0.1
0.3 -0.1 0.4
-0.6 -0.3 -0.1

ΔE to the lowest compared entry with this formula, charge and spin = 0.00 kJ/mol
Total energy = -6666.5438 Eh
Frontier orbital gap (spin up / spin down) = 8.45 / 7.81 eV
Spin multiplicity = 2
<S²> = 0.758
HOMO level (spin up / spin down) = -11.68 / -11.67 eV
Total charge = +1
LUMO level (spin up / spin down) = -0.1188 / -0.1420 Eh

Results of the Löwdin charge analysis, in e, for atoms 1 through 2: 1.326, -0.086

ORCA calculation (wB97M-V/def2-TZVPD) on a molecular structure, C28H36Cl36N3O3.

Geometry (Å):
C: -1.632383 -2.812442 3.399995
O: -1.719740 -2.785396 1.979952
C: -2.089412 -4.052187 1.430179
C: -0.970063 -5.131826 1.482153
C: 0.314538 -4.750505 0.652973
C: 1.272826 -4.016123 1.664596
C: 2.678241 -3.661301 1.090316
C: 2.680528 -2.713239 -0.161401
N: 2.778050 -1.307956 0.271955
C: 2.112584 -0.757148 1.268412
N: 2.423001 0.541450 1.383442
N: 3.331834 0.784800 0.442493
C: 3.583117 -0.269768 -0.281792
C: 4.554906 -0.335971 -1.458394
C: 4.079883 0.394513 -2.757927
C: 3.641463 1.881914 -2.561020
C: 4.440249 2.937349 -3.398742
C: 3.996676 4.338636 -2.830869
C: 2.443126 4.519740 -2.898671
C: 1.999776 6.022342 -2.953053
C: 1.507392 6.469251 -4.370339
O: 0.536107 5.600528 -4.975054
C: 1.057857 4.932023 -6.059497
C: 0.707487 3.417100 -6.195840
O: 1.709956 5.420601 -6.910279
H: -0.673237 -3.267341 3.755820
H: -1.622120 -1.762716 3.775215
H: -2.470138 -3.380026 3.859431
H: -2.426923 -3.865329 0.387704
H: -2.947690 -4.450953 2.030739
H: -1.384084 -6.078258 1.076305
H: -0.675048 -5.294561 2.541111
H: 0.843319 -5.668269 0.304203
H: 0.111175 -4.033519 -0.165395
H: 0.694281 -3.149095 2.049047
H: 1.457099 -4.676180 2.548116
H: 3.285281 -3.177746 1.887609
H: 3.172616 -4.615764 0.801798
H: 1.801588 -2.871117 -0.826072
H: 3.564606 -3.005248 -0.769639
H: 1.386728 -1.153505 1.984088
H: 2.071567 1.234795 2.032413
H: 4.756988 -1.400560 -1.721313
H: 5.528194 0.056921 -1.079824
H: 3.200876 -0.175097 -3.143108
H: 4.873439 0.299991 -3.528822
H: 3.657408 2.231175 -1.507494
H: 2.573101 1.934020 -2.887112
H: 5.512987 2.833231 -3.097612
H: 4.308170 2.863882 -4.494846
H: 4.309542 4.461460 -1.771483
H: 4.468231 5.144435 -3.434188
H: 1.965285 3.912501 -3.698612
H: 2.017552 4.119565 -1.944076
H: 2.860253 6.688945 -2.703220
H: 1.219951 6.246963 -2.187597
H: 1.003050 7.454577 -4.224228
H: 2.399472 6.664064 -4.996747
H: 1.065094 3.072085 -7.189203
H: 1.084992 2.807443 -5.358029
H: -0.406354 3.372076 -6.266344
C: -1.722136 1.048912 -3.581463
Cl: -3.371393 1.056373 -4.224102
Cl: -1.743060 0.430368 -1.922441
Cl: -0.695073 0.000408 -4.580360
Cl: -1.074332 2.694574 -3.606513
C: -4.363064 4.599628 -2.138626
Cl: -2.787595 5.053508 -2.807502
Cl: -4.961290 5.900485 -1.098086
Cl: -5.507908 4.326589 -3.460613
Cl: -4.193904 3.113999 -1.187046
C: -0.530830 -4.366997 -3.683564
Cl: -1.114908 -5.829907 -4.482213
Cl: 0.923210 -4.750869 -2.737184
Cl: -0.136183 -3.143612 -4.900621
Cl: -1.786519 -3.738930 -2.602333
C: -3.594602 -1.197301 5.801318
Cl: -3.215919 -1.039875 7.521076
Cl: -2.285823 -0.479154 4.839862
Cl: -3.758762 -2.911801 5.384945
Cl: -5.112164 -0.359937 5.447373
C: -2.596132 -0.818484 -7.997884
Cl: -2.795349 -1.938227 -6.638498
Cl: -2.368870 0.829076 -7.384596
Cl: -1.179220 -1.293653 -8.949116
Cl: -4.038547 -0.872574 -9.019585
C: -4.165954 2.965199 8.758822
Cl: -5.887509 2.564443 8.868439
Cl: -3.406344 1.957072 7.515211
Cl: -3.982996 4.674128 8.330913
Cl: -3.387229 2.661661 10.318927
C: 3.718500 -1.514929 5.069561
Cl: 5.479737 -1.402986 4.981013
Cl: 3.101911 -0.322779 6.218612
Cl: 3.024453 -1.187337 3.453583
Cl: 3.249753 -3.139825 5.586829
C: -3.435930 -1.238247 11.702263
Cl: -3.060444 0.003247 12.907081
Cl: -2.007376 -1.528503 10.689716
Cl: -3.889822 -2.738570 12.522559
Cl: -4.781060 -0.689223 10.688053
C: -4.979216 -3.072752 0.240799
Cl: -4.604225 -2.921550 1.962816
Cl: -3.670886 -2.349150 -0.707700
Cl: -5.136989 -4.786427 -0.181038
Cl: -6.497488 -2.235497 -0.110736

Cartesian forces (eV/Å) of the 6 atoms listed first:
1.1 -0.4 -0.4
0.3 -0.4 -0.1
0.5 -1.2 0.4
0.2 0.5 -0.9
0.6 0.3 1.8
0.1 -0.3 -0.2

Total energy = -18044.9159 Eh
Frontier orbital gap = 8.47 eV
Spin multiplicity = 1
HOMO level = -11.68 eV
Total charge = +1
LUMO level = -0.1177 Eh

Results of the Löwdin charge analysis, in e, for atoms 1 through 2: -0.248, -0.266

ORCA calculation (wB97M-V/def2-TZVPD) on a molecular structure, C28H36ClF5N3O2RuS3Si.

Geometry (Å):
Ru: -0.486899 -3.170577 0.026444
F: 5.766517 -2.220558 2.555663
C: 4.442194 -2.366249 2.496381
C: 3.839486 -2.841204 1.348117
F: 4.579885 -3.163875 0.286114
C: 2.464676 -2.977912 1.308844
F: 1.936321 -3.456618 0.148222
C: 1.628636 -2.662629 2.371938
S: -0.116476 -2.846930 2.369385
C: 2.277594 -2.185089 3.513416
F: 1.560322 -1.845997 4.588553
C: 3.649051 -2.036600 3.583894
F: 4.218972 -1.568641 4.695190
C: 1.135183 4.735415 1.510734
C: 0.642913 3.320753 1.178952
C: 0.395050 2.612470 2.517800
C: 1.779417 2.613161 0.427664
C: -0.680764 3.375367 0.339594
O: -1.622659 4.248028 0.970752
C: -0.504355 3.761944 -1.140309
C: -0.123450 5.219321 -1.479088
C: 1.264711 5.398415 -2.050623
C: 2.105964 6.408796 -1.599093
C: 3.375529 6.586893 -2.130594
C: 3.808382 5.741404 -3.135407
Cl: 5.398338 5.946164 -3.805821
C: 2.988295 4.733486 -3.617409
C: 1.725150 4.571212 -3.073437
C: -1.494009 2.061444 0.398076
N: -0.859531 0.872126 -0.145428
C: -0.436201 -0.195629 0.510988
N: 0.068196 -1.080551 -0.344966
C: -0.137747 -0.485832 -1.558016
N: -0.684424 0.695682 -1.485171
H: 2.031712 4.658705 2.128370
H: 0.399315 5.301761 2.084669
H: 1.413987 5.296262 0.621581
H: 1.238164 2.791054 3.186514
H: 0.305805 1.530497 2.412901
H: -0.503684 2.991650 3.006947
H: 2.631854 2.496506 1.100260
H: 2.118815 3.197768 -0.429543
H: 1.510652 1.618582 0.071970
H: -1.348282 5.158799 0.828615
H: -1.452945 3.535454 -1.628476
H: 0.215615 3.080390 -1.588010
H: -0.226433 5.889437 -0.622353
H: -0.841681 5.590351 -2.213797
H: 1.767606 7.076888 -0.815189
H: 4.024578 7.372031 -1.768431
H: 3.338942 4.087567 -4.410406
H: 1.088270 3.783447 -3.458740
H: -2.421557 2.222180 -0.147966
H: -1.749859 1.835314 1.429981
H: -0.478432 -0.328075 1.580284
H: 0.151911 -0.937185 -2.493090
C: -0.138569 -7.788456 -1.592527
O: -0.175530 -6.512726 -2.257716
C: -0.359098 -5.444853 -1.523032
S: -0.550132 -5.437734 0.181317
S: -0.401203 -3.910615 -2.227725
H: 0.002088 -8.519014 -2.381553
H: -1.078207 -7.962061 -1.069833
H: 0.692494 -7.818199 -0.889774
C: -5.441577 -2.896051 -0.072165
Si: -3.856134 -3.898650 0.060112
C: -3.883225 -5.149881 -1.339463
C: -3.818980 -4.787262 1.710068
C: -2.449804 -2.653366 0.000634
H: -6.320598 -3.536015 0.035415
H: -5.507838 -2.399533 -1.043228
H: -5.495333 -2.125538 0.700330
H: -4.848398 -5.663853 -1.329646
H: -3.107023 -5.906091 -1.225121
H: -3.764000 -4.679266 -2.316921
H: -4.724301 -5.379867 1.862287
H: -3.741352 -4.078394 2.537519
H: -2.963694 -5.462888 1.773538
H: -2.609751 -1.985522 0.859818
H: -2.578456 -2.050775 -0.909746

Cartesian forces (eV/Å) of the 6 atoms listed first:
0.9 0.5 0.1
0.0 0.0 0.0
0.0 0.0 0.0
0.0 0.0 0.0
0.0 0.0 0.0
0.0 0.0 0.0

ΔE to the lowest compared entry with this formula, charge and spin = 0.00 kJ/mol
Total energy = -3941.7969 Eh
Frontier orbital gap (spin up / spin down) = 7.77 / 6.96 eV
Spin multiplicity = 2
<S²> = 0.757
HOMO level (spin up / spin down) = -7.66 / -7.56 eV
LUMO level (spin up / spin down) = 0.0038 / -0.0222 Eh

Results of the Löwdin charge analysis, in e, for atoms 1 through 2: 0.555, 0.124

ORCA calculation (wB97M-V/def2-TZVPD) on a molecular structure, C28H36CoP2Si.

Geometry (Å):
C: -0.853313 -1.904115 2.191988
C: -0.189862 -2.476635 1.114762
C: 1.199556 -2.116632 1.166214
H: -0.606966 -3.211570 0.451978
C: 1.374037 -1.586949 2.512156
C: 0.120291 -1.437320 3.119988
H: 0.004109 -1.079998 4.141425
H: -1.906825 -1.857203 2.375188
H: 1.939847 -2.568280 0.518034
H: 2.347417 -1.412097 2.950488
Co: 1.202663 -0.058072 0.109134
C: 1.146334 0.628288 -1.551545
H: 1.674696 -0.138610 -2.194363
H: 1.621570 1.359941 -0.752060
H: 0.312588 1.077071 -2.130221
Si: -2.040289 -1.313854 -1.817048
C: -2.780425 0.496287 -1.942136
C: -4.006292 0.208869 -1.414997
H: -4.202897 -0.817003 -1.141681
C: -5.001554 1.160439 -1.308636
H: -5.940409 0.878205 -0.890253
C: -4.805298 2.459765 -1.747623
H: -5.599744 3.206037 -1.685122
C: -3.555097 2.775818 -2.256054
H: -3.379327 3.774589 -2.625030
C: -2.521458 1.829070 -2.336416
H: -1.564865 2.140414 -2.754955
C: -1.135105 -1.974413 -3.284195
C: -2.351102 -2.446326 -3.863583
H: -3.164927 -1.751756 -4.110389
C: -2.489754 -3.836834 -4.026375
H: -3.481859 -4.236927 -4.249819
C: -1.356893 -4.639459 -3.918731
H: -1.473260 -5.698267 -4.045503
C: -0.091136 -4.094330 -3.718681
H: 0.801936 -4.711982 -3.787015
C: 0.041922 -2.720569 -3.463270
H: 1.028943 -2.252444 -3.427970
H: -0.913024 -0.890435 -0.789132
H: -2.808678 -2.427893 -1.415863
C: 3.874321 1.753822 -0.428779
P: 3.173411 0.498217 0.662365
C: 4.336160 -0.831762 0.813933
C: 2.763194 1.330390 2.273562
C: 3.606947 1.208746 3.370899
C: 3.194369 1.595913 4.654429
C: 1.920719 2.105315 4.859876
C: 1.029173 2.206093 3.783570
C: 1.433029 1.831106 2.503118
P: 0.111024 1.499751 1.230146
C: -1.585037 1.322163 1.878835
C: -0.093283 3.137527 0.466072
H: 3.422158 1.660143 -1.415072
H: 4.943641 1.570430 -0.545987
H: 3.697027 2.754454 -0.027955
H: 5.299367 -0.531544 0.396294
H: 4.463295 -1.124448 1.857455
H: 3.987214 -1.687798 0.229941
H: 4.578064 0.738422 3.217515
H: 3.876725 1.431641 5.484856
H: 1.610355 2.402665 5.857266
H: 0.004132 2.541966 3.973404
H: -1.808904 2.141139 2.583766
H: -2.250374 1.385438 0.999371
H: -1.764265 0.357837 2.362474
H: -0.434844 3.833837 1.242666
H: 0.854346 3.495505 0.053663
H: -0.837514 3.038212 -0.340369

Cartesian forces (eV/Å) of the 6 atoms listed first:
0.6 1.1 3.7
2.0 0.1 -1.3
-0.9 -0.3 0.9
-0.2 0.1 -0.4
0.9 -0.8 -2.1
-1.9 -0.6 -0.6

Total energy = -3442.9994 Eh
Frontier orbital gap (spin up / spin down) = 7.75 / 5.58 eV
Spin multiplicity = 5
<S²> = 6.039
HOMO level (spin up / spin down) = -9.97 / -10.62 eV
Total charge = +1
LUMO level (spin up / spin down) = -0.0819 / -0.1853 Eh

Results of the Löwdin charge analysis, in e, for atoms 1 through 2: -0.092, -0.079

Q: The lowest total energy belongs to which entry?
A: C28H36Cl36N3O3

Q: Which of these has the lowest spin multiplicity?
A: C28H36Cl36N3O3